(1)
# C6H6MgO2

A structure of composition C6H6MgO2 in a non-equilibrium geometry (wB97M-V/def2-TZVPD, OMol25).

Each line ends with the Löwdin charge.
Geometry (Å):
C (0.974, -0.175, 0.356)  -0.208
H (-1.897, -1.701, 0.494)  0.157
O (2.318, -0.087, 0.619)  -0.006
C (-1.464, -0.691, 0.587)  -0.096
H (-2.000, -0.246, 1.443)  0.164
C (0.584, 0.748, -0.850)  -0.247
C (0.045, -0.840, 1.028)  0.093
H (2.610, -0.585, 1.395)  0.171
C (-1.729, 0.087, -0.623)  0.035
H (0.234, -1.415, 1.936)  0.147
H (-0.983, 1.355, -2.197)  0.149
O (1.519, 1.415, -1.344)  -0.033
C (-0.767, 0.781, -1.297)  0.043
H (-2.750, 0.092, -1.003)  0.151
Mg (3.307, 1.263, -0.545)  1.479

The HOMO energy is -18.00 eV. The calculation puts the LUMO energy at -10.89 eV. The value obtained for the HOMO-LUMO gap is 7.1 eV. As for the charge: +2. The spin multiplicity is 1. The value obtained for the energy above the lowest of the compared OMol25 structures with the same formula, charge and spin is 0.00 kcal per mole.

---

(2)
# C4H9NO2

A structure of composition C4H9NO2 in a non-equilibrium geometry (wB97M-V/def2-TZVPD, OMol25).

Each line ends with the Löwdin charge.
Geometry (Å):
H (-0.547, -1.567, 0.640)  0.038
H (-1.269, 0.348, 1.957)  0.059
H (0.269, 1.184, 1.696)  0.131
N (-0.806, -0.876, -1.733)  0.038
C (-0.259, 0.143, 1.928)  -0.032
H (-1.631, -1.561, -0.987)  0.209
C (0.769, 0.765, -1.115)  -0.347
O (1.640, 0.355, -2.006)  0.028
C (-0.433, 0.008, -0.670)  -0.385
H (-0.111, -0.086, 2.739)  -0.082
O (0.804, 2.003, -0.550)  0.220
H (-0.142, -1.639, -2.031)  0.090
H (1.546, 2.236, -0.683)  -0.052
H (-1.134, 0.489, -0.534)  0.016
C (0.038, -0.731, 0.644)  -0.125
H (1.265, -1.071, 0.707)  0.193

The HOMO energy is -9.92 eV. The calculation puts the LUMO energy at 0.76 eV. The value obtained for the HOMO-LUMO gap is 10.7 eV. The spin multiplicity is 1. The value obtained for the energy above the lowest of the compared OMol25 structures with the same formula, charge and spin is 173.69 kcal per mole.

---

(3)
# C7H10N3

The ion C7H10N3 with charge +1 in a non-equilibrium geometry (wB97M-V/def2-TZVPD, OMol25).

Each line ends with the Löwdin charge.
Geometry (Å):
H (-1.742, -1.858, -0.151)  0.129
C (2.301, 1.222, -0.443)  -0.084
C (1.110, 0.646, -0.202)  -0.186
H (-2.914, 1.356, 0.418)  0.113
C (-2.664, 0.338, 0.125)  0.002
H (-3.181, -0.389, 0.774)  0.122
H (3.390, -1.547, 0.576)  0.140
N (3.311, 0.394, -0.113)  0.100
H (-0.443, 2.138, -0.336)  0.172
C (0.454, -1.600, 0.275)  -0.019
C (2.794, -0.668, 0.374)  -0.053
C (-0.349, 1.029, -0.508)  -0.001
H (-0.630, 0.565, -1.444)  0.139
C (-0.897, -1.239, 0.182)  -0.012
H (-2.706, 0.133, -1.032)  0.161
H (2.406, 2.239, -0.907)  0.148
N (1.333, -0.631, 0.272)  -0.018
H (-1.085, 0.323, 1.340)  0.176
N (-1.237, 0.206, 0.363)  -0.191
H (0.749, -2.656, 0.438)  0.163

The HOMO energy is -13.02 eV. The calculation puts the LUMO energy at -3.80 eV. The value obtained for the HOMO-LUMO gap is 9.2 eV. As for the charge: +1. The spin multiplicity is 1. The value obtained for the energy above the lowest of the compared OMol25 structures with the same formula, charge and spin is 54.50 kcal per mole. As for the structure (SMILES): C[N@H+]1C=Cn2cncc2C1.

---

(4)
# C3H4O2Sc

A structure of composition C3H4O2Sc in a non-equilibrium geometry (wB97M-V/def2-TZVPD, OMol25).

Each line ends with the Löwdin charge.
Geometry (Å):
H (1.854, -1.633, -1.477)  0.211
O (1.183, -1.313, -0.858)  0.269
C (-0.557, 0.199, -0.887)  0.078
H (-1.332, -0.562, -1.035)  0.186
H (-0.756, 1.236, -1.219)  0.187
C (-0.036, 0.481, 0.647)  -0.030
Sc (-1.113, 0.284, 3.564)  1.736
H (0.586, 1.377, 0.813)  0.192
O (-0.677, 0.017, 1.592)  -0.035
C (0.849, -0.085, -1.140)  0.207

The HOMO energy (spin up / spin down) is -22.68 / -24.46 eV. The calculation puts the LUMO energy (spin up / spin down) at -15.46 / -15.46 eV. The value obtained for the HOMO-LUMO gap (spin up / spin down) is 7.2 / 9.0 eV. As for the charge: +3. The spin multiplicity is 1. The value obtained for the energy above the lowest of the compared OMol25 structures with the same formula, charge and spin is 0.00 kcal per mole.

---

(5)
# C5H12N2Si

The molecule C5H12N2Si in a non-equilibrium geometry (wB97M-V/def2-TZVPD, OMol25).

Each line ends with the Löwdin charge.
Geometry (Å):
N (-3.771, 0.858, -0.475)  0.139
H (2.055, -0.524, 0.820)  0.011
C (1.559, -0.780, -0.101)  -0.174
H (0.075, -0.099, 2.696)  -0.021
H (-2.818, -2.134, -0.140)  0.089
Si (-0.026, 0.215, 0.124)  0.639
C (-2.814, 0.221, -0.576)  -0.282
H (0.560, 2.527, -0.135)  -0.022
H (1.161, 1.152, 2.012)  0.075
H (2.120, -0.340, -0.895)  0.014
H (-0.932, 2.309, -0.975)  0.034
H (-1.420, -0.626, -2.087)  0.177
N (-1.818, -1.990, -0.374)  -0.046
C (0.063, 1.903, -0.757)  -0.168
H (-0.570, 1.218, 2.421)  0.019
C (-1.641, -0.662, -0.832)  -0.446
H (-1.395, -2.742, -0.926)  0.085
H (1.437, -1.839, -0.300)  0.027
H (0.549, 1.803, -1.715)  0.028
C (0.165, 0.589, 1.971)  -0.177

The HOMO energy is -8.86 eV. The calculation puts the LUMO energy at 0.64 eV. The value obtained for the HOMO-LUMO gap is 9.5 eV. The spin multiplicity is 1. The value obtained for the energy above the lowest of the compared OMol25 structures with the same formula, charge and spin is 19.62 kcal per mole. As for the structure (SMILES): C[Si](C)(C)[C@@H](N)C#N.

---

(6)
# C24H23ClN2O15P

A cluster of 4 separate species, C24H23ClN2O15P in total in a non-equilibrium geometry (wB97M-V/def2-TZVPD, OMol25).

Each line ends with the Löwdin charge.
Geometry (Å):
H (-5.079, -1.581, -0.343)  0.092
H (-2.484, -0.466, -1.221)  0.133
C (3.979, -0.486, -1.841)  -0.220
C (1.174, -0.329, 1.279)  0.024
C (1.769, 2.057, -4.055)  0.078
P (1.360, -3.259, 1.394)  0.653
O (2.875, -3.326, 1.269)  -0.256
C (-4.670, 1.412, 6.933)  0.088
H (-7.558, -0.875, 7.834)  0.123
O (-0.128, 1.360, -6.973)  0.123
O (2.928, -1.234, -1.409)  0.075
C (-4.162, -1.757, 0.325)  -0.120
H (-3.390, -2.419, -0.222)  0.068
C (-6.073, -0.688, 6.707)  -0.214
H (4.659, -1.880, -3.283)  0.143
C (0.852, 1.635, -6.304)  -0.309
C (-4.122, -0.345, 5.293)  -0.313
C (-0.659, -1.708, 0.480)  0.038
C (6.135, 1.218, -2.583)  -0.240
H (2.498, -0.699, -0.717)  0.058
H (-4.498, 2.358, 7.429)  0.142
H (-2.916, -0.571, 1.791)  0.082
H (0.162, 1.643, 0.863)  0.185
C (3.100, 2.239, -4.645)  -0.284
H (-1.271, -2.626, 0.218)  0.131
C (-3.868, 0.960, 5.968)  -0.221
H (7.631, 1.439, -3.689)  0.123
H (-1.110, 1.413, -5.053)  0.118
O (-6.596, 1.017, 8.230)  0.133
O (3.395, 1.204, -0.324)  0.058
H (-2.516, 1.268, -0.525)  0.115
N (0.149, 0.615, 0.836)  0.172
H (-4.571, -2.288, 1.267)  0.093
C (-5.834, 0.630, 7.364)  -0.304
O (-3.376, -0.718, 4.399)  0.059
H (2.259, 1.752, -7.971)  0.143
H (-0.109, -4.758, 0.565)  0.092
C (-3.489, -0.357, 0.814)  -0.675
O (-0.526, 1.607, -4.293)  0.085
H (5.456, 2.602, -1.129)  0.144
O (4.466, 2.320, -6.661)  0.108
C (5.315, 1.649, -1.621)  0.057
C (5.922, -0.096, -3.252)  -0.308
H (-5.433, -2.091, 5.253)  0.136
O (-7.140, -1.414, 7.133)  0.110
H (-2.369, 1.138, 4.855)  0.105
C (4.794, -0.920, -2.803)  0.094
C (0.717, 1.777, -4.826)  -0.218
H (2.176, -0.061, 1.742)  0.177
C (4.177, 0.836, -1.192)  -0.312
O (0.788, -3.830, 2.900)  -0.129
H (1.685, 2.160, -2.981)  0.130
O (7.196, 1.964, -2.988)  0.113
O (4.085, 2.481, -3.967)  0.110
O (-2.781, 1.674, 5.558)  0.089
C (-2.372, 0.169, -0.262)  -0.134
Cl (-4.787, 0.927, 1.132)  0.548
C (3.230, 2.125, -6.125)  -0.212
O (0.719, -4.337, 0.213)  -0.142
C (2.178, 1.840, -6.896)  0.087
H (5.052, 2.509, -5.903)  0.117
O (6.678, -0.451, -4.137)  0.134
C (-0.946, -0.199, 0.357)  -0.113
N (0.674, -1.656, 1.080)  -0.125
C (-5.270, -1.138, 5.739)  0.074
H (-0.124, -3.436, 2.977)  0.088

The HOMO energy is -11.72 eV. The calculation puts the LUMO energy at -4.48 eV. The value obtained for the HOMO-LUMO gap is 7.2 eV. As for the charge: +1. The spin multiplicity is 1.

---

| no. | DFT total energy (hartree) |
| --- | --- |
| 1 | -582.1693 |
| 2 | -362.8087 |
| 3 | -436.6794 |
| 4 | -1026.4756 |
| 5 | -596.6709 |
| 6 | -2967.7233 |